202
Properties=species:S:1:pos:R:3 method="wB97M-V/def2-TZVPD" largest_force_ev_per_a=6.99 homo_lumo_gap_ev=9.54 homo_energy_ev=-10.670 energy_ha=-9530.8428
C 4.24 -5.26 -1.58
N 3.69 -4.55 -0.40
O 2.53 -4.16 -0.43
O 4.28 -4.70 0.64
H 5.32 -5.31 -1.61
H 3.91 -4.94 -2.57
H 3.91 -6.29 -1.41
C -6.30 3.33 1.43
N -7.27 4.38 0.81
O -8.45 4.04 0.66
O -6.85 5.54 0.59
H -5.29 3.34 1.02
H -6.76 2.37 1.21
H -6.31 3.29 2.52
C 4.80 1.27 -3.52
N 3.47 0.93 -2.94
O 3.57 0.43 -1.84
O 2.35 1.09 -3.56
H 5.30 0.42 -4.00
H 5.31 1.91 -2.81
H 4.45 1.95 -4.30
C 1.56 3.84 -0.89
N 2.73 3.37 -0.11
O 2.49 2.86 0.99
O 3.90 3.58 -0.51
H 1.26 3.01 -1.53
H 1.85 4.71 -1.48
H 0.79 4.17 -0.19
C 2.67 -4.48 3.96
N 1.80 -3.68 3.20
O 1.48 -4.07 2.11
O 1.37 -2.58 3.68
H 2.19 -5.44 3.80
H 2.73 -4.24 5.02
H 3.67 -4.44 3.54
C -5.15 -1.85 0.03
N -6.23 -1.51 -0.94
O -7.07 -0.78 -0.51
O -6.16 -2.00 -2.12
H -4.22 -1.75 -0.53
H -5.43 -2.89 0.22
H -5.13 -1.25 0.94
O -1.66 5.18 2.04
C -0.70 5.12 2.82
O -0.81 4.47 3.91
C 0.40 4.52 4.57
C 1.47 5.04 3.74
C 0.69 5.81 2.71
H 0.72 3.52 4.86
H 0.39 5.00 5.56
H 1.88 4.18 3.21
H 2.43 5.45 4.05
H 1.29 6.04 1.83
H 0.56 6.84 3.07
O 5.30 -2.08 4.21
C 6.38 -2.35 3.80
O 7.53 -2.09 4.47
C 8.70 -2.40 3.67
C 8.10 -3.47 2.76
C 6.69 -2.98 2.49
H 9.44 -2.94 4.27
H 9.18 -1.56 3.16
H 7.95 -4.41 3.29
H 8.75 -3.83 1.96
H 6.05 -3.82 2.23
H 6.50 -2.27 1.68
O -0.65 -4.09 5.03
C -1.65 -4.32 4.39
O -1.82 -4.08 3.03
C -3.16 -4.41 2.55
C -3.58 -5.42 3.55
C -2.96 -4.99 4.86
H -3.37 -4.67 1.51
H -3.72 -3.49 2.66
H -3.26 -6.38 3.16
H -4.66 -5.58 3.64
H -2.77 -5.81 5.55
H -3.60 -4.24 5.33
O 5.81 -3.77 -6.22
C 4.76 -3.32 -5.74
O 4.63 -3.15 -4.43
C 3.43 -2.46 -4.11
C 2.97 -1.78 -5.45
C 3.61 -2.65 -6.46
H 3.70 -1.76 -3.32
H 2.62 -3.13 -3.82
H 3.44 -0.80 -5.49
H 1.89 -1.69 -5.36
H 4.00 -2.05 -7.28
H 2.83 -3.34 -6.81
O -0.88 5.81 -2.31
C -1.89 6.15 -1.77
O -2.77 5.26 -1.20
C -3.89 5.95 -0.74
C -3.36 7.44 -0.67
C -2.42 7.53 -1.81
H -4.06 5.65 0.29
H -4.84 5.81 -1.26
H -2.88 7.67 0.28
H -4.17 8.16 -0.74
H -1.74 8.38 -1.70
H -3.00 7.67 -2.72
O -2.32 -1.18 -3.02
C -1.69 -2.19 -2.69
O -0.80 -2.74 -3.53
C -0.22 -3.90 -2.97
C -0.45 -3.69 -1.54
C -1.68 -2.82 -1.39
H 0.84 -4.03 -3.19
H -0.67 -4.78 -3.45
H 0.43 -3.27 -1.05
H -0.60 -4.62 -1.00
H -1.72 -2.14 -0.55
H -2.50 -3.53 -1.45
C 1.85 0.66 5.32
C 2.49 -0.43 6.14
O 1.50 -0.86 6.96
S 0.51 0.39 7.47
O 1.24 1.13 8.48
O -0.80 -0.10 7.72
O 0.68 1.08 5.99
H 1.57 0.39 4.30
H 2.55 1.50 5.33
H 3.35 -0.19 6.76
H 2.88 -1.23 5.51
C -4.87 1.36 -3.37
C -4.68 1.80 -1.97
O -5.84 2.46 -1.56
S -6.93 2.65 -2.81
O -7.41 4.02 -2.86
O -7.82 1.49 -2.88
O -5.73 2.27 -3.94
H -5.33 0.38 -3.34
H -3.95 1.17 -3.93
H -3.88 2.54 -1.89
H -4.49 0.96 -1.31
C -3.38 2.45 3.42
C -2.64 1.86 4.64
O -2.51 0.51 4.32
S -4.02 0.00 3.90
O -4.98 -0.12 5.00
O -4.02 -1.22 3.04
O -4.18 1.42 2.94
H -2.75 2.52 2.53
H -3.90 3.32 3.81
H -3.19 1.88 5.58
H -1.66 2.28 4.84
C 4.86 0.17 1.53
C 4.89 0.80 2.98
O 6.23 1.18 3.22
S 7.01 1.55 1.86
O 8.43 1.22 1.87
O 6.57 2.85 1.35
O 6.18 0.34 1.06
H 4.29 0.79 0.84
H 4.48 -0.85 1.50
H 4.48 0.11 3.71
H 4.33 1.73 2.84
C 0.82 -0.64 1.06
C -0.57 -0.87 1.72
O -1.55 -0.11 0.97
S -0.74 1.23 0.40
O -0.43 2.01 1.65
O -1.46 1.83 -0.70
O 0.59 0.28 -0.01
H 1.15 -1.54 0.54
H 1.54 -0.47 1.86
H -0.69 -0.51 2.74
H -0.93 -1.90 1.65
C -0.39 0.11 -5.45
C -1.21 1.40 -5.59
O -0.49 1.96 -6.72
S -0.25 0.76 -7.92
O 1.00 1.00 -8.70
O -1.50 0.52 -8.62
O -0.05 -0.32 -6.71
H -0.98 -0.67 -4.99
H 0.54 0.34 -4.92
H -1.02 2.03 -4.72
H -2.30 1.38 -5.60
C -1.05 -7.42 0.67
C 0.49 -7.48 0.86
O 1.04 -8.12 -0.30
S 0.05 -7.99 -1.61
O -0.08 -9.18 -2.46
O 0.09 -6.65 -2.19
O -1.28 -8.04 -0.56
H -1.38 -6.38 0.62
H -1.60 -7.98 1.42
H 0.75 -7.97 1.79
H 1.00 -6.57 1.15
C -1.97 5.08 -5.35
C -3.35 5.40 -4.90
O -3.79 6.34 -5.96
S -2.89 6.31 -7.39
O -1.98 7.43 -7.69
O -3.68 5.91 -8.55
O -2.02 4.99 -6.81
H -1.60 4.08 -5.08
H -1.16 5.79 -5.17
H -3.49 6.02 -4.01
H -4.04 4.56 -4.84


176
Properties=species:S:1:pos:R:3 method="wB97M-V/def2-TZVPD" largest_force_ev_per_a=5.69 multiplicity=2 homo_lumo_gap_ev="3.02 / 6.52" homo_energy_ev="-1.672 / -5.178" energy_ha=-5184.6742 charge=-1
C 4.45 -4.92 -15.46
N 5.32 -4.30 -16.44
O 4.97 -4.55 -17.62
O 6.23 -3.52 -16.12
H 5.01 -4.89 -14.52
H 4.31 -5.94 -15.80
H 3.49 -4.42 -15.40
C 13.71 1.05 -17.70
N 13.57 1.15 -16.25
O 13.19 2.17 -15.69
O 13.87 0.19 -15.55
H 12.70 0.96 -18.11
H 14.26 0.12 -17.85
H 14.26 1.92 -18.05
C 12.42 1.70 -11.08
C 12.28 2.61 -9.83
C 10.88 2.94 -9.49
O 10.72 2.53 -8.19
C 11.73 1.85 -7.76
O 11.81 1.35 -6.62
O 12.64 1.80 -8.73
H 13.41 1.26 -11.14
H 12.29 2.36 -11.94
H 11.64 0.96 -11.23
H 12.89 3.51 -9.87
H 10.18 2.52 -10.22
H 10.82 4.02 -9.64
C 10.14 -6.32 -12.64
C 8.64 -6.69 -12.53
C 7.70 -6.03 -13.49
O 6.90 -7.09 -13.95
C 7.44 -8.27 -13.56
O 7.07 -9.44 -13.79
O 8.51 -8.06 -12.84
H 10.45 -6.50 -13.66
H 10.71 -6.88 -11.90
H 10.15 -5.26 -12.38
H 8.32 -6.57 -11.49
H 8.23 -5.59 -14.33
H 7.03 -5.29 -13.04
C 10.10 3.63 -14.59
C 9.24 4.20 -15.74
C 8.23 5.30 -15.43
O 8.32 6.16 -16.55
C 9.45 5.87 -17.24
O 9.82 6.44 -18.24
O 10.07 4.88 -16.63
H 9.61 2.94 -13.89
H 10.68 4.40 -14.10
H 10.85 3.08 -15.16
H 8.80 3.35 -16.27
H 8.43 5.81 -14.48
H 7.25 4.82 -15.41
C 14.03 -1.92 -8.33
C 15.27 -1.89 -9.22
C 14.95 -1.54 -10.69
O 15.85 -0.58 -11.03
C 16.52 -0.20 -9.90
O 17.51 0.56 -9.95
O 16.12 -0.86 -8.82
H 13.33 -2.74 -8.52
H 13.39 -1.04 -8.31
H 14.25 -2.21 -7.30
H 15.89 -2.79 -9.16
H 13.92 -1.21 -10.84
H 15.09 -2.38 -11.37
C 7.56 -1.98 -19.31
C 7.84 -0.64 -18.71
C 7.34 -0.59 -17.28
O 8.42 0.11 -16.60
C 9.42 0.16 -17.38
O 10.51 0.66 -17.11
O 9.20 -0.47 -18.51
H 6.50 -2.25 -19.36
H 8.18 -2.75 -18.85
H 7.86 -1.94 -20.36
H 7.30 0.10 -19.31
H 7.45 -1.57 -16.81
H 6.38 -0.10 -17.14
C 12.81 -5.61 -15.84
C 13.74 -4.94 -14.79
C 13.70 -3.47 -14.75
O 13.36 -3.19 -13.44
C 13.34 -4.30 -12.72
O 13.24 -4.33 -11.48
O 13.42 -5.29 -13.48
H 11.73 -5.41 -15.81
H 13.03 -6.67 -15.92
H 13.02 -5.24 -16.85
H 14.78 -5.20 -14.95
H 12.95 -3.07 -15.42
H 14.66 -2.98 -14.96
C 8.46 -6.96 -8.99
C 9.83 -6.41 -8.68
C 10.22 -5.15 -9.44
O 10.62 -4.26 -8.37
C 10.24 -4.75 -7.21
O 10.35 -4.19 -6.11
O 9.68 -5.92 -7.40
H 7.73 -6.19 -9.26
H 8.07 -7.50 -8.13
H 8.47 -7.73 -9.77
H 10.62 -7.16 -8.68
H 9.35 -4.70 -9.91
H 10.97 -5.26 -10.23
C 6.03 3.01 -8.20
C 5.81 2.96 -9.74
C 5.21 4.25 -10.28
O 6.08 4.68 -11.27
C 7.17 3.89 -11.31
O 8.18 4.03 -11.99
O 6.99 2.96 -10.43
H 6.16 4.01 -7.79
H 6.86 2.40 -7.85
H 5.10 2.70 -7.72
H 5.17 2.13 -10.05
H 5.08 4.98 -9.48
H 4.25 3.94 -10.71
O 8.63 -3.46 -11.86
P 8.99 -2.03 -12.21
N 9.98 -1.29 -10.93
C 9.35 -1.05 -9.59
C 11.33 -1.78 -10.82
N 7.73 -1.02 -12.58
C 7.92 0.42 -12.56
C 6.60 -1.49 -13.34
N 10.02 -2.00 -13.68
C 9.66 -2.92 -14.82
C 10.77 -0.80 -13.96
H 8.31 -0.77 -9.73
H 9.93 -0.26 -9.11
H 9.40 -2.00 -9.06
H 11.24 -2.84 -10.60
H 11.80 -1.30 -9.97
H 11.86 -1.77 -11.78
H 7.04 1.02 -12.34
H 8.69 0.75 -11.86
H 8.19 0.72 -13.57
H 5.85 -0.70 -13.39
H 6.89 -1.88 -14.31
H 6.08 -2.32 -12.85
H 10.44 -3.67 -14.84
H 8.70 -3.41 -14.64
H 9.55 -2.50 -15.82
H 11.19 -0.36 -13.06
H 10.13 -0.10 -14.49
H 11.61 -1.09 -14.59
O 3.22 -4.46 -8.17
P 4.09 -3.29 -7.86
N 3.98 -2.64 -6.27
C 2.95 -3.07 -5.28
C 4.61 -1.44 -5.78
N 3.82 -1.97 -8.92
C 2.50 -1.92 -9.60
C 4.35 -0.66 -8.63
N 5.73 -3.57 -7.99
C 6.50 -4.41 -6.99
C 6.38 -3.44 -9.29
H 3.39 -3.46 -4.37
H 2.42 -3.95 -5.65
H 2.22 -2.29 -5.10
H 3.88 -0.65 -5.88
H 5.52 -1.28 -6.36
H 4.86 -1.35 -4.72
H 1.72 -1.82 -8.84
H 2.37 -1.12 -10.33
H 2.36 -2.86 -10.14
H 4.17 -0.01 -9.49
H 3.77 -0.13 -7.87
H 5.40 -0.64 -8.36
H 6.20 -4.13 -5.98
H 6.18 -5.43 -7.19
H 7.56 -4.18 -6.99
H 6.23 -2.48 -9.77
H 6.06 -4.16 -10.05
H 7.46 -3.54 -9.16